1.
The following is a quantum chemistry calculation of a structure of composition C19H43FeN2OP3S, from the OMol25 dataset.

Geometry as ORCA input:
```
! RIJCOSX wB97M-V def2-TZVPD def2/J DEFGRID3
* xyz 3 6
Fe 0.33 0.26 -0.47
P 1.84 1.22 1.28
P -1.21 1.57 0.58
P 1.02 1.73 -2.06
H -1.67 -1.52 0.88
C -0.88 -1.92 0.21
C 0.48 -1.71 0.63
H 0.69 -1.54 1.73
C 1.96 0.71 3.05
C 1.97 2.99 1.75
C 3.53 0.78 0.74
C -2.89 0.90 0.22
C -1.39 1.59 2.41
C -1.41 3.38 0.27
C 2.31 0.86 -2.99
C 1.76 3.41 -1.91
C -0.37 2.13 -3.17
H -1.10 -2.86 -0.37
H 1.31 -2.13 0.03
H 1.65 -0.32 3.21
H 1.30 1.32 3.68
H 3.00 0.86 3.40
H 1.16 3.27 2.43
H 1.91 3.67 0.89
H 2.91 3.17 2.27
H 3.58 -0.30 0.55
H 4.27 1.03 1.51
H 3.77 1.28 -0.20
H -3.66 1.60 0.59
H -2.99 -0.09 0.70
H -3.01 0.75 -0.86
H -2.43 1.85 2.65
H -0.73 2.33 2.87
H -1.14 0.61 2.85
H -2.36 3.74 0.71
H -1.39 3.61 -0.81
H -0.56 3.93 0.71
H 2.34 1.32 -3.99
H 2.11 -0.21 -3.09
H 3.27 1.04 -2.50
H 1.88 3.75 -2.95
H 2.74 3.33 -1.42
H 1.08 4.09 -1.36
H -0.02 2.00 -4.20
H -0.61 3.19 -3.00
H -1.25 1.49 -3.03
C -0.52 -2.27 -4.13
C -1.52 -2.29 -5.11
C -1.60 -3.24 -6.13
C -0.64 -4.27 -6.26
C 0.40 -4.25 -5.30
C 0.45 -3.29 -4.26
S -0.70 -1.12 -2.77
H 0.47 -1.00 -1.88
H -2.33 -1.57 -5.01
H -2.44 -3.24 -6.83
H -0.72 -5.04 -7.03
H 1.14 -5.04 -5.38
H 1.23 -3.37 -3.51
C -0.63 -1.85 6.81
N -1.67 -2.16 5.83
C -1.50 -1.87 4.51
N -2.61 -2.16 3.74
O -0.48 -1.35 4.05
H -0.84 -2.44 7.72
H 0.35 -2.12 6.42
H -0.61 -0.78 7.08
H -2.58 -2.42 6.15
H -2.44 -2.26 2.77
H -3.34 -2.73 4.12
*
```

Values from the calculation:
Frontier orbital gap (alpha / beta) (eV): 6.204 / 3.122
<S²>: 8.8125
Highest occupied orbital energy (alpha / beta) (eV): -15.751 / -15.751

2.
The following is a quantum chemistry calculation of a structure of composition C19H43FeOP3SSe, from the OMol25 dataset.

Geometry as ORCA input:
```
! RIJCOSX wB97M-V def2-TZVPD def2/J DEFGRID3
* xyz 3 6
Fe -0.09 -0.05 0.85
P 0.33 1.83 1.98
P -2.42 0.38 0.69
P 2.23 -0.24 0.33
H -1.50 -3.39 -4.34
C -0.95 -4.10 -3.73
C -0.55 -3.81 -2.48
H -0.90 -2.92 -1.91
C 0.43 3.51 1.22
C -0.97 2.15 3.25
C 1.84 1.99 3.02
C -3.11 -0.75 -0.59
C -3.74 0.16 1.99
C -3.08 2.06 0.24
C 2.59 -1.70 -0.72
C 3.42 -0.66 1.70
C 3.16 1.14 -0.47
H -0.80 -5.09 -4.21
H 0.11 -4.54 -2.00
H 0.71 4.24 2.00
H -0.53 3.80 0.78
H 1.22 3.52 0.45
H -0.63 3.01 3.84
H -1.10 1.28 3.91
H -1.93 2.40 2.77
H 1.70 2.88 3.66
H 2.73 2.16 2.39
H 1.98 1.12 3.66
H -4.17 -0.49 -0.76
H -3.04 -1.78 -0.23
H -2.54 -0.64 -1.52
H -4.68 0.52 1.55
H -3.53 0.76 2.88
H -3.86 -0.89 2.28
H -4.17 1.96 0.14
H -2.63 2.42 -0.69
H -2.87 2.78 1.05
H 3.65 -1.69 -1.02
H 1.96 -1.67 -1.62
H 2.36 -2.61 -0.13
H 4.45 -0.59 1.31
H 3.23 -1.68 2.05
H 3.33 0.04 2.54
H 4.10 0.74 -0.88
H 3.39 1.94 0.26
H 2.55 1.57 -1.28
C 0.20 1.26 -3.28
C 0.01 -0.11 -3.57
C 0.35 -0.57 -4.84
C 0.89 0.30 -5.80
C 1.04 1.66 -5.50
C 0.68 2.15 -4.26
Se -0.03 2.13 -1.62
H -0.31 0.78 -0.78
H -0.44 -0.82 -2.87
H 0.22 -1.61 -5.12
H 1.07 -0.03 -6.83
H 1.42 2.40 -6.19
H 0.78 3.22 -4.09
C -1.50 -2.70 2.43
S 0.16 -2.03 2.22
C 0.48 -1.41 3.89
O 1.04 -3.20 1.97
H -2.17 -1.92 2.81
H -1.38 -3.52 3.15
H -1.83 -3.08 1.44
H 0.08 -0.39 4.04
H 1.57 -1.44 3.98
H 0.00 -2.11 4.59
*
```

Values from the calculation:
Energy above the lowest of the compared OMol25 structures with the same formula, charge and spin (kcal/mol): 0.00
Frontier orbital gap (alpha / beta) (eV): 7.352 / 4.451
<S²>: 8.8002
Highest occupied orbital energy (alpha / beta) (eV): -17.023 / -17.024

3.
The following is a quantum chemistry calculation of a structure of composition C19H43LaOP3SSe, from the OMol25 dataset.

Geometry as ORCA input:
```
! RIJCOSX wB97M-V def2-TZVPD def2/J DEFGRID3
* xyz 3 1
La -3.41 0.11 -0.36
P -1.71 -1.88 0.89
P 1.62 -0.65 2.42
P 2.40 -1.45 -1.68
H -3.93 2.06 -2.33
C -3.58 1.02 -2.52
C -2.24 0.60 -2.27
H -1.50 1.28 -1.80
C -3.12 -1.69 2.10
C -0.80 -3.20 1.77
C -2.55 -2.88 -0.42
C 2.89 0.69 2.57
C 0.86 -0.44 4.09
C 2.72 -2.08 2.80
C 1.80 -1.43 -3.38
C 1.87 -2.99 -0.90
C 4.20 -1.40 -1.70
H -4.28 0.40 -3.12
H -1.80 -0.26 -2.79
H -3.86 -0.87 1.93
H -2.67 -1.49 3.08
H -3.67 -2.64 2.14
H -0.43 -2.86 2.74
H 0.05 -3.56 1.18
H -1.48 -4.05 1.94
H -3.23 -2.33 -1.11
H -3.12 -3.69 0.06
H -1.76 -3.33 -1.04
H 3.51 0.53 3.46
H 2.37 1.66 2.62
H 3.51 0.69 1.66
H 1.60 -0.67 4.87
H 0.00 -1.12 4.18
H 0.51 0.60 4.20
H 3.26 -1.89 3.74
H 3.44 -2.22 1.98
H 2.12 -2.99 2.90
H 2.59 -1.79 -4.06
H 1.52 -0.41 -3.65
H 0.93 -2.09 -3.48
H 2.33 -3.85 -1.42
H 0.78 -3.08 -0.96
H 2.19 -3.01 0.15
H 4.60 -2.06 -2.48
H 4.60 -1.72 -0.72
H 4.52 -0.37 -1.89
C 1.09 2.55 -2.28
C -0.05 3.33 -2.62
C -0.24 3.81 -3.91
C 0.69 3.54 -4.92
C 1.83 2.77 -4.61
C 2.04 2.31 -3.31
Se 1.29 1.81 -0.61
H 1.88 -0.25 -1.02
H -0.81 3.50 -1.86
H -1.12 4.41 -4.14
H 0.55 3.92 -5.94
H 2.55 2.54 -5.40
H 2.93 1.72 -3.07
C -2.77 3.94 2.34
S -1.90 2.39 2.14
C -2.44 1.62 3.67
O -2.76 1.68 1.05
H -2.46 4.35 3.30
H -3.85 3.77 2.30
H -2.45 4.60 1.53
H -2.31 2.38 4.46
H -3.50 1.32 3.59
H -1.80 0.76 3.89
*
```

Values from the calculation:
Energy above the lowest of the compared OMol25 structures with the same formula, charge and spin (kcal/mol): 0.00
Frontier orbital gap (alpha / beta) (eV): 6.359 / 6.256
Highest occupied orbital energy (alpha / beta) (eV): -15.840 / -15.958

4.
The following is a quantum chemistry calculation of a cluster of 3 separate species, C19H43N2O6 in total, from the OMol25 dataset.

Geometry as ORCA input:
```
! RIJCOSX wB97M-V def2-TZVPD def2/J DEFGRID3
* xyz 1 1
C 5.69 1.21 4.36
C 5.20 2.57 3.91
N 5.71 3.23 2.97
C 4.03 3.18 4.66
C 2.63 2.93 4.01
C 1.64 2.32 5.03
C 1.82 0.80 4.93
N 2.35 0.56 3.52
C 2.59 1.92 2.88
H 6.11 0.66 3.51
H 6.47 1.31 5.12
H 4.89 0.61 4.81
H 6.49 2.74 2.53
H 4.20 4.25 4.66
H 4.05 2.83 5.69
H 2.20 3.88 3.70
H 0.62 2.56 4.71
H 1.83 2.70 6.02
H 0.85 0.32 4.98
H 2.47 0.33 5.66
H 3.25 0.09 3.55
H 1.67 -0.01 3.00
H 3.52 1.86 2.31
H 1.81 2.10 2.14
C -3.35 -0.54 4.94
O -3.05 0.09 3.71
C -1.88 0.87 3.73
C -1.22 0.89 2.37
O -0.51 -0.30 2.03
C -1.28 -1.45 1.67
C -1.90 -1.37 0.30
O -2.98 -0.47 0.29
C -3.16 0.18 -0.96
H -3.64 0.19 5.70
H -4.18 -1.22 4.76
H -2.49 -1.12 5.30
H -1.18 0.48 4.48
H -2.14 1.90 4.00
H -0.43 1.65 2.40
H -1.93 1.19 1.61
H -2.04 -1.67 2.43
H -0.57 -2.28 1.66
H -2.25 -2.38 0.02
H -1.14 -1.07 -0.43
H -2.22 0.64 -1.29
H -3.90 0.97 -0.81
H -3.51 -0.51 -1.72
C -4.01 -2.30 -4.67
O -2.89 -1.57 -5.11
C -1.77 -1.67 -4.26
C -0.48 -1.59 -5.04
O -0.16 -2.77 -5.76
C -0.89 -3.03 -6.95
C -0.49 -2.18 -8.13
O -0.97 -0.85 -7.99
C -0.13 0.12 -8.57
H -4.45 -1.86 -3.76
H -4.76 -2.27 -5.46
H -3.75 -3.34 -4.46
H -1.80 -2.60 -3.69
H -1.79 -0.82 -3.55
H 0.33 -1.50 -4.31
H -0.46 -0.71 -5.68
H -1.96 -2.99 -6.79
H -0.63 -4.07 -7.21
H -0.92 -2.62 -9.04
H 0.60 -2.18 -8.23
H 0.90 0.01 -8.23
H -0.51 1.10 -8.27
H -0.15 0.06 -9.67
*
```

Values from the calculation:
Frontier orbital gap (eV): 7.802
Highest occupied orbital energy (eV): -10.544

Calculated E, -3619.3924; -5911.2604; -4679.2088; -1310.3259 Ha (same order as the records).